Entry from OMol25: a structure of composition C4H12BBeCl8 in a non-equilibrium geometry (ωB97M-V/def2-TZVPD).

Properties
Net charge: +1

Cartesian coordinates (Å):
Cl -0.89 13.81 19.29
H -0.24 16.36 17.72
C 0.28 13.60 20.60
H -0.09 14.72 16.64
Cl 1.25 15.09 20.83
Cl 2.57 13.45 16.08
C 2.14 14.09 17.66
C 1.35 18.14 16.81
Cl 2.75 19.09 16.39
B 0.70 16.08 18.18
Cl 1.24 15.33 14.81
Be -0.71 16.09 19.46
Cl -0.14 19.07 16.96
H -0.27 16.51 16.29
H -0.31 13.54 21.51
H 0.64 15.18 18.77
H 2.70 15.01 17.86
H 1.56 17.73 17.80
H 0.99 12.78 20.47
H 1.41 16.01 17.37
Cl 2.47 12.89 18.97
H 1.07 14.30 17.66
Cl -1.67 15.08 15.07
C -0.16 15.51 15.88
H 0.99 16.92 18.79
H 1.22 17.35 16.08



Entry from OMol25: the ion C4H12BN2 with charge +1 in a non-equilibrium geometry (ωB97M-V/def2-TZVPD).

Properties
Structure (SMILES): C=[NH+]CCBNC
Net charge: +1

Cartesian coordinates (Å):
C 0.00 -0.41 -0.51
H 3.98 -0.38 -0.38
H 0.08 0.26 -1.35
H -3.95 1.31 0.36
H 0.31 -1.35 -0.97
H -1.89 0.95 1.14
H -1.99 -1.38 -0.80
N -2.26 0.37 0.40
H -3.81 0.19 -1.00
C -3.42 0.50 -0.02
N 2.29 0.23 0.66
B 0.96 -0.12 0.75
H 0.55 0.10 1.80
H 2.43 -0.08 -1.24
C 3.06 0.34 -0.47
C -1.44 -0.77 -0.12
H 3.39 1.32 -0.61
H 2.86 0.33 1.59
H -1.16 -1.40 0.76



Computed gap between HOMO and LUMO, in the same sequence as the records: 5.45; 8.11 eV.
Computed ΔE to the lowest compared entry with this formula, charge and spin, in the same sequence as the records: 3.798; 1.194 eV.
Computed HOMO, in the same sequence as the records: -12.6; -13.1 eV.